Entry 1:
101
Properties=species:S:1:pos:R:3:forces:R:3 method="wB97M-V/def2-TZVPD" e_above_lowest_kj_mol=49.4 orbital_gap_ev=5.29 homo_ev=-1.62 lumo_ev=3.7 charge=-2
Cs 0.291733 -0.175955 -2.170314 0.017 -0.179 0.504
O 3.461780 -1.532988 -5.388322 -0.001 -0.007 -0.002
C 2.430871 -1.657906 -4.689250 -0.005 0.019 -0.048
N 1.273502 -1.024587 -4.740428 -0.101 0.152 0.044
C 0.966896 -0.201637 -5.843853 0.081 0.010 -0.060
C 1.378765 -0.609498 -7.123673 -0.045 -0.038 0.008
C 1.004290 0.039847 -8.284400 -0.004 -0.002 0.001
C 0.191570 1.160013 -8.193813 -0.002 -0.006 0.000
C -0.208530 1.604856 -6.946677 -0.055 -0.023 0.001
C 0.151612 0.968079 -5.745695 0.038 0.075 -0.036
N -0.358972 1.434181 -4.507803 0.061 -0.074 -0.072
C -0.663128 2.713089 -4.366179 -0.001 0.017 -0.017
O -0.474365 3.699187 -5.115498 0.021 -0.008 0.001
C -1.419993 3.094194 -3.078461 0.019 0.021 -0.028
C -2.248400 4.221386 -3.148629 0.004 0.003 0.004
C -2.954554 4.621110 -2.033405 -0.001 -0.003 0.007
C -2.807460 3.909457 -0.847443 0.012 0.016 0.010
C -1.953098 2.823267 -0.857118 -0.020 -0.015 -0.044
N -1.285499 2.418839 -1.937179 0.034 -0.123 -0.121
C 2.533302 -2.762388 -3.614964 0.006 0.008 -0.058
C 3.625036 -3.631620 -3.702140 0.008 0.012 0.027
C 3.736928 -4.673358 -2.802215 -0.001 -0.004 0.006
C 2.764627 -4.828343 -1.822053 0.009 -0.001 0.003
C 1.725757 -3.913965 -1.794416 -0.002 0.029 0.008
N 1.609764 -2.911159 -2.663441 -0.097 0.084 -0.123
H 2.015804 -1.480037 -7.181406 0.006 0.004 -0.004
H 1.348272 -0.327852 -9.245922 -0.001 0.002 -0.001
H -0.123941 1.696160 -9.083169 0.001 0.000 -0.002
H -0.821540 2.489129 -6.875077 0.006 0.007 -0.001
H -2.294587 4.751761 -4.088190 0.006 -0.003 -0.003
H -3.611599 5.482521 -2.079319 0.000 0.001 0.000
H -3.334687 4.188075 0.056213 0.005 -0.003 0.002
H -1.796212 2.235471 0.044094 -0.009 -0.004 0.003
H 4.347177 -3.448009 -4.484097 -0.001 0.005 -0.002
H 4.572053 -5.362907 -2.860903 0.001 0.002 -0.002
H 2.805579 -5.631901 -1.098126 -0.005 0.003 0.002
H 0.940804 -3.988776 -1.046733 0.000 -0.007 0.002
C -3.540287 -7.725284 2.917153 0.002 0.005 -0.002
C -2.938955 -6.345877 2.850211 0.004 -0.004 0.009
C -2.449821 -5.700302 3.980475 0.002 -0.003 -0.004
C -1.915400 -4.424674 3.920598 -0.001 0.000 0.005
C -1.822486 -3.697437 2.710711 0.009 0.010 -0.002
N -1.206641 -2.505109 2.540582 -0.008 -0.009 -0.014
C -1.101130 -1.577441 3.512375 0.003 0.032 0.002
C -1.986175 -1.403889 4.606876 -0.002 -0.008 0.004
C -1.871253 -0.353979 5.499513 -0.012 -0.003 -0.004
C -0.862616 0.598387 5.388665 0.001 -0.003 -0.007
C -0.706678 1.716875 6.385104 0.003 -0.007 0.004
C 0.019338 0.457539 4.322856 -0.002 0.011 0.014
C -0.094308 -0.575812 3.410462 0.004 -0.014 0.006
N 0.820623 -0.591398 2.315287 0.002 -0.028 0.008
C 1.397920 -1.654016 1.709805 -0.017 0.009 -0.018
C 2.282120 -1.160185 0.778165 0.000 0.038 0.025
C 2.164124 0.237697 0.891994 0.044 0.012 -0.010
N 1.281955 0.575337 1.820246 0.031 -0.067 -0.022
C -2.330666 -4.380844 1.571600 -0.021 -0.012 0.004
C -2.864712 -5.652819 1.645808 0.003 0.004 -0.003
N -2.278642 -3.750925 0.293945 -0.026 -0.015 -0.012
C -2.568626 -2.464797 0.000454 0.007 0.012 0.000
C -2.479721 -2.330401 -1.364507 -0.012 0.003 0.017
C -2.111258 -3.612241 -1.816554 -0.027 -0.002 -0.005
N -2.003722 -4.469938 -0.814521 0.061 0.014 0.009
H -3.374143 -8.172570 3.899101 0.001 -0.001 -0.001
H -4.620387 -7.709090 2.742386 0.000 -0.001 0.000
H -3.102964 -8.391711 2.169655 0.000 -0.001 -0.001
H -2.476065 -6.213672 4.938011 0.000 -0.001 0.000
H -1.510723 -3.976283 4.818861 0.002 -0.007 -0.003
H -2.807770 -2.100556 4.712969 0.002 0.003 -0.003
H -2.597586 -0.268026 6.303580 0.002 0.001 0.000
H -1.654067 1.930974 6.884574 0.000 0.001 0.000
H 0.024927 1.476376 7.163409 0.000 0.001 -0.001
H -0.369695 2.636378 5.900678 0.003 0.001 0.000
H 0.818267 1.175037 4.175547 -0.001 -0.016 0.016
H 1.106105 -2.654493 1.970854 -0.006 0.004 0.004
H 2.895172 -1.726947 0.097356 -0.003 -0.002 0.002
H 2.659364 1.020424 0.336403 0.008 -0.002 0.002
H -3.218708 -6.104648 0.726412 0.001 0.001 0.000
H -2.787792 -1.761143 0.782706 0.001 0.001 0.005
H -2.660135 -1.440058 -1.943615 -0.002 -0.024 -0.023
H -1.900141 -3.935205 -2.823707 -0.005 0.000 -0.001
C 3.723624 5.254093 0.178261 -0.005 0.014 -0.002
N 2.822441 5.324911 1.314169 0.004 -0.034 -0.007
C 3.535580 5.425776 2.576346 0.010 0.012 0.017
C 1.765963 4.397207 1.280733 0.006 0.009 0.042
N 1.739907 3.510818 0.370550 0.018 0.014 -0.096
N 0.852224 4.564573 2.325205 -0.014 -0.004 0.013
C -0.172591 3.548361 2.472423 0.002 -0.001 0.000
C 0.364522 5.904444 2.594944 -0.010 0.009 -0.017
H 4.375581 6.129809 0.202011 0.001 -0.001 -0.001
H 3.153301 5.246444 -0.746103 0.000 0.000 0.004
H 4.339526 4.346885 0.194141 0.001 -0.002 0.002
H 4.209983 4.570683 2.728402 0.000 0.001 0.002
H 2.838012 5.458069 3.409304 0.029 -0.004 -0.008
H 4.134874 6.338716 2.581422 0.003 0.002 -0.002
H 0.877248 2.976385 0.365665 -0.021 0.000 0.056
H -0.986035 3.681538 1.746468 -0.016 0.004 -0.005
H -0.598168 3.622257 3.475144 -0.008 0.011 -0.002
H 0.255413 2.553263 2.354026 -0.017 0.064 -0.015
H 1.135986 6.639609 2.383625 -0.017 0.002 0.004
H 0.069764 5.985651 3.644338 -0.004 -0.005 0.002
H -0.513355 6.139521 1.976446 0.003 0.005 0.000

Entry 2:
103
Properties=species:S:1:pos:R:3:forces:R:3 method="wB97M-V/def2-TZVPD" e_above_lowest_kj_mol=0.0 orbital_gap_ev="7.87 / 5.47" homo_ev="-10.28 / -10.26" lumo_ev="-2.4 / -4.8" charge=+1 multiplicity=2
Pb -0.883927 1.444828 0.347009 0.301 -0.190 -0.156
S -1.545310 -2.340198 0.201756 0.062 0.059 0.072
P -0.155788 -2.622896 -1.263065 -0.462 0.176 0.052
C 0.094243 -1.385855 -0.075982 0.220 -0.573 -0.271
P 1.358301 -1.623693 1.156283 -0.106 0.357 0.044
S 0.969633 -0.467010 2.700846 -0.066 0.050 0.010
C 1.557664 -3.348700 1.670641 0.083 -0.094 -0.001
C 2.570188 -4.159367 1.156038 -0.013 -0.045 0.047
C 2.676609 -5.483696 1.560160 0.037 0.095 0.002
C 1.765779 -6.009436 2.465040 -0.032 0.026 0.055
C 0.749397 -5.210106 2.974138 0.037 0.003 -0.038
C 0.648884 -3.881831 2.585081 0.045 -0.028 -0.005
C 2.870249 -1.163679 0.281292 0.122 -0.031 0.010
C 2.868381 -0.726805 -1.041001 -0.008 -0.021 0.024
C 4.057017 -0.343545 -1.650982 -0.021 0.005 0.011
C 5.247089 -0.397752 -0.944210 0.026 0.005 0.033
C 5.253483 -0.816950 0.382762 -0.052 -0.010 0.023
C 4.068959 -1.189521 0.997859 0.019 -0.016 -0.078
C -0.570837 -2.116239 -2.914226 0.025 -0.001 -0.100
C -0.891575 -3.077012 -3.876937 -0.022 0.070 -0.029
C -1.281611 -2.664406 -5.140474 0.020 -0.003 0.023
C -1.338955 -1.308034 -5.443567 -0.003 0.005 -0.009
C -1.002064 -0.355053 -4.491290 0.014 0.006 0.033
C -0.619112 -0.756948 -3.219778 0.030 -0.001 -0.052
C 0.535264 -4.267188 -1.301401 0.103 -0.059 -0.039
C 1.686161 -4.463509 -2.068814 -0.009 -0.014 -0.014
C 2.253912 -5.724964 -2.140936 -0.015 0.022 0.007
C 1.672683 -6.784229 -1.454302 -0.027 -0.009 -0.031
C 0.531221 -6.585991 -0.689863 -0.043 0.055 -0.029
C -0.044239 -5.325339 -0.606414 0.093 -0.075 -0.047
H 3.277396 -3.758881 0.440687 0.009 -0.003 0.032
H 3.474128 -6.103820 1.168289 -0.033 0.035 0.009
H 1.851563 -7.042621 2.780219 -0.003 0.037 -0.001
H 0.044766 -5.618491 3.687510 0.006 0.015 -0.010
H -0.118546 -3.245628 3.006240 -0.002 0.010 0.015
H 1.939397 -0.619845 -1.586291 0.029 -0.061 0.002
H 4.044770 0.017337 -2.671763 -0.021 -0.008 0.020
H 6.171874 -0.097062 -1.420630 -0.017 -0.007 0.018
H 6.181435 -0.841347 0.940073 -0.019 -0.005 -0.010
H 4.066041 -1.491984 2.039189 0.015 -0.012 -0.010
H -0.833726 -4.131895 -3.642265 -0.014 -0.016 0.007
H -1.531995 -3.400618 -5.892892 -0.004 0.008 0.013
H -1.638190 -0.993222 -6.436285 0.022 -0.014 0.040
H -1.017821 0.700656 -4.729538 -0.001 -0.027 0.017
H -0.327063 -0.019773 -2.483924 -0.075 -0.063 -0.021
H 2.138001 -3.633382 -2.602067 -0.016 -0.023 -0.007
H 3.147210 -5.882557 -2.731551 -0.023 0.011 0.010
H 2.113460 -7.771757 -1.517144 -0.012 0.034 0.007
H 0.087714 -7.413749 -0.151429 0.006 0.025 -0.012
H -0.922444 -5.161384 0.002612 -0.018 0.007 -0.007
C -3.334784 0.395687 3.339055 -0.028 0.030 0.106
C -2.250331 1.354162 3.730774 -0.001 -0.040 0.112
C -2.135473 1.827214 5.065214 -0.117 -0.132 -0.065
C -1.115473 2.693097 5.399739 0.082 0.038 -0.032
C -0.194892 3.069792 4.433861 -0.043 -0.084 0.022
C -0.340714 2.567694 3.117026 0.099 0.154 -0.148
N -1.400114 1.731444 2.813086 -0.111 0.349 0.078
N 0.444041 2.844687 2.086919 -0.223 -0.184 0.240
Si 2.118477 3.477547 2.013015 0.011 -0.089 -0.099
C 2.001085 5.185511 1.318321 -0.138 0.215 -0.089
C 3.034671 2.345667 0.862675 -0.073 -0.108 -0.054
C 2.953723 3.472649 3.675760 -0.059 -0.018 0.276
H -3.222107 -0.539747 3.891839 0.009 0.028 -0.027
H -3.295904 0.177300 2.272271 0.014 0.023 0.021
H -4.317682 0.803799 3.583144 0.028 -0.016 -0.007
H -2.853825 1.502363 5.807839 0.023 0.007 -0.053
H -1.027800 3.066998 6.411532 0.002 0.001 -0.020
H 0.616725 3.745538 4.657972 -0.025 -0.040 0.009
H 1.641538 5.151293 0.285916 0.042 0.048 0.070
H 3.006938 5.617351 1.318273 -0.079 0.034 -0.045
H 1.349933 5.841899 1.904171 0.073 -0.039 -0.052
H 3.683508 2.938082 0.209985 -0.009 -0.086 0.057
H 2.364464 1.771678 0.216744 0.115 0.094 0.032
H 3.639768 1.636997 1.433906 -0.025 0.018 -0.089
H 2.713937 4.343282 4.294667 0.049 -0.078 -0.057
H 4.033707 3.475420 3.506376 -0.017 0.026 0.025
H 2.715116 2.564621 4.240738 0.080 0.060 -0.057
N -2.232864 3.662687 0.474105 -0.235 -0.025 -0.015
C -3.464543 3.776185 -0.285990 0.189 -0.075 0.084
C -4.138720 4.960041 -0.368582 -0.073 0.089 -0.027
C -5.309999 5.085186 -1.146376 0.056 0.044 0.036
C -5.779395 4.013819 -1.844394 -0.037 -0.033 -0.029
C -5.105083 2.772091 -1.780155 -0.064 -0.012 -0.072
C -5.535571 1.641185 -2.514969 -0.073 0.096 -0.004
C -4.839310 0.476152 -2.432487 0.063 -0.086 -0.001
C -3.713337 0.425046 -1.586704 0.050 -0.054 0.087
N -3.285403 1.444450 -0.883980 -0.088 0.220 0.040
C -3.949556 2.637734 -0.983429 0.139 -0.135 0.012
H -1.540052 4.306742 0.099957 -0.005 -0.039 -0.003
H -2.393213 3.911923 1.444457 -0.014 0.024 0.001
H -3.756399 5.822964 0.165000 -0.006 -0.012 -0.030
H -5.816059 6.040664 -1.199141 0.021 -0.043 0.020
H -6.664725 4.098453 -2.463255 0.025 -0.009 0.019
H -6.417283 1.723452 -3.140583 0.039 0.006 0.014
H -5.127678 -0.401587 -2.993647 -0.003 -0.001 0.023
H -3.156663 -0.503040 -1.478594 -0.007 0.047 -0.023
F 0.032052 3.553054 -1.064399 0.164 0.039 0.116
P 0.618654 2.980869 -2.525787 -0.120 0.177 -0.124
F 0.258828 4.366684 -3.206842 -0.023 -0.020 0.020
F 1.136657 2.339878 -3.883779 0.012 -0.045 -0.001
F -0.888787 2.420547 -2.799508 -0.021 -0.031 -0.023
F 0.918271 1.560933 -1.731110 0.126 -0.060 0.068
F 2.071979 3.487008 -2.115331 0.017 0.018 0.001